Entry 1:
Density functional theory data (ωB97M-V with the def2-TZVPD basis set) for a structure of composition C36H94F6N9O13S2Ti at a distorted geometry.

Each line ends with the Löwdin charge.
CARTESIAN COORDINATES (ANGSTROEM)
H (-3.81, 6.77, -3.33)  0.071
H (-0.13, 11.60, 0.81)  0.067
H (3.63, -5.46, 2.60)  0.086
N (-2.08, -5.98, -0.79)  0.037
O (2.61, 1.91, 4.26)  -0.180
H (1.53, 5.39, -4.86)  0.081
H (2.16, -11.42, 1.91)  0.066
H (-0.60, -7.78, -1.87)  0.072
O (-0.40, 4.65, -4.91)  -0.200
H (-5.57, 1.19, -3.74)  0.078
O (1.36, -1.17, 1.57)  -0.290
C (2.97, -6.32, 2.50)  -0.090
H (-0.99, -8.84, 4.03)  0.089
C (-3.70, 5.75, -3.70)  -0.074
H (4.32, 4.39, -3.18)  0.082
H (-0.41, -0.95, 7.68)  0.065
S (-0.29, 0.33, -1.53)  0.561
H (-4.30, 5.60, -4.60)  0.076
H (-3.51, 2.77, -2.07)  0.111
C (3.45, 0.95, 3.61)  -0.114
H (3.80, 2.70, -2.80)  0.061
H (0.76, 0.92, 4.02)  0.112
O (0.44, 7.34, -1.17)  -0.186
C (-1.96, -7.19, -0.03)  -0.402
F (-0.76, -3.14, 1.06)  0.078
C (0.85, 6.48, -0.15)  -0.127
H (-4.73, -5.39, 1.72)  0.071
H (-2.24, 5.02, -1.62)  0.060
N (-3.33, -1.16, -0.37)  -0.058
N (1.28, 10.20, -0.92)  0.045
H (-3.27, -2.11, -2.60)  0.081
N (-0.46, -0.16, -0.09)  -0.400
F (-0.54, -3.10, -1.15)  0.106
H (-1.20, 10.32, 1.41)  0.069
C (-4.40, -2.05, -0.62)  -0.386
C (-4.53, -3.11, 0.53)  -0.221
H (0.46, 3.18, -6.60)  0.066
H (3.14, -0.09, 3.58)  0.073
H (0.63, -1.67, 4.39)  0.066
H (-1.28, -2.09, 6.79)  0.075
H (1.95, -8.36, 1.32)  0.104
F (1.44, 2.12, -2.71)  0.112
C (2.62, -11.04, 1.00)  -0.068
H (-1.62, 5.02, -6.46)  0.120
H (-6.02, -6.18, 0.73)  0.081
H (0.00, -3.14, 4.83)  0.061
H (0.51, 6.28, -3.82)  0.080
C (5.76, 3.12, -2.14)  -0.337
H (-5.29, -1.44, -0.77)  0.132
N (-3.19, 5.25, -1.40)  0.049
H (-3.12, 6.25, -1.28)  0.049
F (1.05, -3.95, 0.08)  0.118
H (2.29, -8.84, 2.87)  0.114
C (-0.61, 10.65, 0.55)  -0.063
H (2.54, -6.41, 3.50)  0.086
S (0.91, -1.22, 0.19)  0.680
H (1.75, -10.89, 0.35)  0.062
H (-0.72, -8.88, -0.54)  0.058
H (-5.03, -2.62, 1.37)  0.115
H (-1.17, -5.78, -1.20)  0.064
H (3.73, -1.19, 8.68)  0.084
H (-2.02, -8.70, -1.68)  0.068
H (-0.05, -6.81, 1.11)  0.105
C (0.12, -2.97, 0.03)  -0.585
O (6.28, 2.82, -3.38)  -0.093
C (-0.66, 5.42, -6.13)  -0.175
H (2.24, -5.95, 1.78)  0.071
N (-0.52, -1.43, 6.79)  0.048
O (0.12, -0.62, -2.61)  -0.311
C (-0.77, -7.96, 3.43)  -0.124
H (-0.74, 8.88, -1.69)  0.120
C (3.58, -9.79, 1.27)  -0.359
H (4.00, -9.57, 0.29)  0.129
H (6.41, 3.91, -1.76)  0.116
C (1.23, 1.87, 3.77)  -0.156
H (0.04, 6.23, 0.53)  0.093
H (-0.19, 6.80, -8.38)  0.084
H (1.28, 5.52, -0.45)  0.068
H (-3.53, -3.44, 0.81)  0.103
H (-0.29, 2.45, 0.91)  0.029
H (-3.88, 0.76, -3.83)  0.079
H (3.70, 1.20, 2.58)  0.077
H (3.23, -11.82, 0.56)  0.070
H (0.29, -7.89, 3.19)  0.050
C (1.00, 1.79, -1.47)  -0.544
H (1.76, -0.35, 5.82)  0.106
C (-1.13, -6.90, 1.23)  -0.126
H (0.99, -2.83, 7.29)  0.124
H (-1.29, 10.96, -0.25)  0.065
H (-0.82, 3.51, -7.30)  0.059
H (-2.99, -7.48, 0.18)  0.137
H (-5.05, -2.42, -2.63)  0.072
H (4.82, -9.65, 2.89)  0.059
H (1.71, -0.51, 7.58)  0.114
O (-1.55, 1.00, -1.87)  -0.337
C (0.28, 5.07, -7.32)  -0.462
H (1.70, -3.11, 4.75)  0.077
C (0.65, 5.28, -4.23)  -0.126
H (-2.33, -5.35, -0.04)  0.045
H (4.37, 0.88, 4.19)  0.082
C (-0.21, 5.72, -8.55)  -0.085
H (-0.75, 6.44, -5.77)  0.122
H (5.83, 2.18, -1.60)  0.116
C (-4.62, 1.49, -4.17)  -0.095
H (-2.70, 5.59, -4.10)  0.056
C (-3.62, 3.33, -3.00)  -0.204
H (-4.74, 1.36, -5.24)  0.080
C (2.81, -8.61, 1.94)  -0.228
O (3.65, -7.48, 1.99)  -0.173
H (0.95, 4.49, 3.02)  0.092
C (0.85, -2.50, 5.06)  -0.059
H (1.30, 5.42, -7.17)  0.132
H (0.58, 5.54, -9.28)  0.079
H (3.83, 3.91, -1.58)  0.066
C (-1.29, -8.14, -1.10)  -0.049
O (-1.40, -8.03, 2.18)  -0.213
H (4.18, -11.09, 2.73)  0.051
H (-0.01, 1.06, 1.59)  -0.015
H (0.70, 9.04, 0.87)  0.125
H (-1.28, 8.01, -0.28)  0.122
C (1.37, 3.89, 2.22)  -0.035
H (1.64, 6.94, 0.43)  0.086
C (3.74, -1.87, 7.83)  -0.136
H (-6.36, -4.86, 1.83)  0.074
H (4.82, -2.03, 7.80)  0.080
C (0.75, -2.08, 6.54)  -0.428
H (-1.47, -6.01, 1.77)  0.114
O (-5.27, -4.18, 0.12)  -0.203
H (2.06, 9.56, -0.97)  0.067
H (1.65, 1.95, 1.67)  0.106
H (5.82, 2.06, -3.75)  0.087
Ti (-2.34, 0.38, 1.21)  0.124
N (4.59, -10.34, 2.19)  0.021
C (-4.13, -2.51, -2.06)  -0.049
N (-0.28, 2.01, 1.81)  0.013
F (0.31, 2.82, -0.88)  0.070
C (-3.94, 4.78, -2.57)  -0.419
C (1.90, -1.04, 6.65)  -0.219
H (-2.46, -1.68, -0.44)  0.038
C (4.36, 3.57, -2.47)  -0.093
C (1.01, 2.45, 2.39)  -0.442
H (0.78, 10.21, -1.80)  0.065
C (-0.40, 8.40, -0.78)  -0.213
H (1.08, 4.19, 1.22)  0.040
H (-1.12, 5.25, -8.92)  0.087
O (-4.44, 2.91, -4.08)  -0.173
O (3.23, -1.51, 6.57)  -0.150
H (3.35, -2.84, 8.15)  0.081
H (-5.01, 4.74, -2.37)  0.132
H (-4.01, -3.59, -2.13)  0.066
C (-5.63, -5.24, 1.11)  -0.035
F (2.10, 1.43, -0.79)  0.104
H (0.98, 4.66, -3.39)  0.075
N (0.17, 3.61, -7.47)  0.053
H (-3.38, -0.60, -1.20)  0.055
H (0.71, 2.59, 4.41)  0.123
C (0.33, 9.53, -0.03)  -0.418
H (-2.62, 3.27, -3.45)  0.116
H (-1.02, -7.07, 4.00)  0.084
O (1.87, -1.27, -0.88)  -0.295
H (2.45, 4.01, 2.14)  0.090

Results
Spin multiplicity = 5
⟨S²⟩ = 6.001
Frontier orbital gap (alpha / beta) = 3.3 / 9.3 eV
Net charge = -1

=====

Entry 2:
Density functional theory data (ωB97M-V with the def2-TZVPD basis set) for a cluster of 12 separate species, C36H96BrClNO17P in total.

Each line ends with the Löwdin charge.
CARTESIAN COORDINATES (ANGSTROEM)
H (-1.60, -2.33, 3.01)  0.066
H (2.04, 1.48, -1.76)  0.034
H (8.49, 2.70, -0.88)  0.079
H (1.91, 4.39, -0.69)  0.038
C (-12.95, 5.24, 5.89)  -0.091
H (-4.76, -0.43, 0.50)  0.114
H (-5.69, -0.73, -0.91)  0.128
H (4.15, -8.47, 3.34)  0.062
C (-2.06, -3.29, 2.83)  -0.065
H (3.95, 2.12, -6.12)  0.110
C (-1.89, -2.54, -0.04)  -0.204
H (-0.81, 1.61, 0.48)  0.123
C (7.44, 2.86, -0.64)  -0.080
H (2.48, -0.90, -1.20)  0.091
C (-7.99, 4.39, 2.41)  -0.310
H (-13.60, 5.11, 5.03)  0.076
H (3.64, -11.69, 0.20)  0.071
H (4.38, 3.67, -3.52)  0.052
C (3.34, -12.33, 1.04)  -0.094
H (1.76, -2.05, -3.32)  0.069
H (-3.57, 1.53, 0.77)  0.145
H (8.56, -1.51, -1.17)  0.077
H (2.92, 6.43, -1.54)  0.014
H (5.84, -7.85, 5.07)  0.110
C (0.68, 3.69, 0.91)  -0.272
H (-7.19, 1.12, -0.33)  0.118
H (3.02, -13.29, 0.63)  0.073
C (1.70, 4.61, 0.34)  -0.590
O (5.63, -1.39, 0.52)  -0.091
C (-1.02, 2.29, -0.33)  -0.524
H (-10.85, 5.08, 6.39)  0.112
H (4.05, 8.36, -2.15)  0.110
H (-3.08, -3.10, 2.55)  0.075
H (-7.34, -1.12, 0.91)  0.109
H (7.38, 3.59, 0.18)  0.073
H (-13.06, 6.27, 6.24)  0.073
N (-8.50, 0.40, 1.71)  0.003
C (-6.48, 0.78, 0.41)  -0.196
C (2.72, -3.74, 1.39)  -0.306
O (1.82, -3.92, 2.49)  -0.097
H (-9.09, 6.03, 3.24)  0.045
O (-1.98, -3.85, 0.46)  -0.133
H (-1.40, 0.06, -6.37)  0.074
C (4.06, 2.18, -5.03)  -0.282
C (5.00, 7.52, -0.41)  -0.088
H (4.15, -5.70, 4.38)  0.065
C (-0.64, 3.67, 0.14)  -0.206
H (0.50, 3.96, 1.94)  0.107
H (-4.74, 2.41, -2.24)  0.121
H (2.86, -7.82, 4.35)  0.078
H (8.33, -0.99, 0.51)  0.072
H (-6.09, 1.61, 0.97)  0.109
C (-3.16, 1.22, -0.19)  -0.114
C (4.55, 7.44, -1.86)  -0.313
H (-0.88, -2.14, 0.10)  0.125
H (3.17, -3.11, -3.21)  0.077
O (3.97, -0.60, -2.61)  -0.089
H (1.89, -3.20, -1.99)  0.065
O (-4.96, 2.19, -1.33)  0.047
H (5.95, -0.83, 1.23)  0.086
H (2.12, -3.36, 3.21)  0.084
H (7.03, 1.92, -0.28)  0.053
P (-0.14, 1.57, -1.82)  0.690
H (0.62, -0.13, -7.83)  0.110
H (7.97, -2.65, 0.05)  0.076
H (5.67, 8.37, -0.25)  0.074
H (-9.03, -0.28, 2.24)  0.059
H (-1.35, -5.07, 1.95)  0.117
C (-3.10, -0.54, -2.55)  -0.245
H (2.68, -2.70, 1.05)  0.102
C (-0.55, 0.73, -6.23)  -0.095
H (-7.53, 5.75, 4.02)  0.078
O (-8.58, 3.39, 3.25)  -0.095
H (-8.51, 4.40, 1.45)  0.114
H (4.50, -3.50, 2.58)  0.079
O (3.70, 6.32, -2.09)  -0.102
H (-3.12, -0.75, -3.61)  0.139
H (1.13, 2.71, 0.90)  0.096
H (-13.28, 4.58, 6.69)  0.075
O (2.65, -10.44, 2.42)  -0.095
H (3.89, -1.95, -1.12)  0.079
H (-6.96, 4.07, 2.24)  0.106
H (5.63, 3.52, -1.61)  0.100
H (-8.36, 1.19, 2.32)  0.035
O (2.93, 1.57, -4.38)  -0.144
H (-0.33, 1.28, -8.31)  0.112
H (5.15, 4.02, -5.07)  0.088
O (1.39, 1.72, -7.34)  -0.086
H (3.36, -0.16, -3.23)  0.042
C (4.85, -7.39, 5.06)  -0.316
H (-0.59, 4.36, -0.68)  0.050
H (-11.40, 3.93, 5.16)  0.108
H (4.17, -5.16, 2.09)  0.063
C (3.84, -8.29, 4.37)  -0.098
H (4.81, -4.00, 0.92)  0.068
H (2.63, 4.53, 0.88)  0.075
H (-6.57, -0.26, 2.23)  0.106
H (6.40, 1.60, -2.68)  0.069
Br (0.27, 3.38, -3.09)  0.422
C (7.92, -1.62, -0.29)  -0.078
O (-11.05, 5.79, 4.45)  -0.098
H (-7.58, 6.51, 2.42)  0.075
C (-2.28, -2.55, -1.49)  -0.143
C (0.27, 0.86, -7.50)  -0.311
C (-8.05, 5.76, 3.06)  -0.090
H (4.23, -12.49, 1.66)  0.074
C (-1.35, -4.03, 1.71)  -0.258
H (4.14, 7.64, 0.25)  0.058
H (4.56, -7.22, 6.10)  0.107
H (-0.92, 1.71, -5.91)  0.065
H (-2.57, -1.88, 0.48)  0.106
H (5.41, 7.30, -2.51)  0.109
H (1.94, 1.34, -6.65)  0.045
C (6.49, -1.23, -0.60)  -0.319
H (-2.03, -3.85, 3.75)  0.069
O (-2.37, 2.26, -0.73)  -0.153
H (2.35, -4.37, 0.58)  0.111
C (4.26, 3.61, -4.60)  -0.077
Cl (1.18, 6.30, 0.48)  0.607
C (3.19, -1.48, -1.80)  -0.320
C (2.24, -11.68, 1.85)  -0.319
C (6.69, 3.35, -1.86)  -0.319
C (-7.19, -0.15, 1.35)  -0.294
H (-9.50, 3.65, 3.40)  0.069
O (5.01, -6.14, 4.39)  -0.095
H (6.44, -0.20, -0.95)  0.085
H (1.96, -12.31, 2.69)  0.110
O (-3.39, -1.71, -1.81)  -0.087
H (-2.57, 0.34, -0.01)  0.114
C (-4.37, 0.94, -1.05)  -0.501
H (3.41, 4.22, -4.88)  0.079
H (4.91, 1.56, -4.74)  0.106
C (-5.34, 0.06, -0.28)  -0.108
O (1.32, 1.32, -1.11)  -0.378
H (-0.34, -3.68, 1.68)  0.078
H (0.07, 0.33, -5.43)  0.062
H (3.75, -9.25, 4.88)  0.075
C (-11.51, 4.95, 5.52)  -0.315
H (-2.60, -3.56, -1.70)  0.128
H (5.52, 6.61, -0.12)  0.067
O (-4.07, 0.42, -2.34)  -0.007
O (6.78, 2.44, -2.96)  -0.084
H (6.08, -1.87, -1.38)  0.105
H (1.35, -11.53, 1.23)  0.108
H (-2.11, -0.18, -2.31)  0.057
C (2.46, -2.52, -2.63)  -0.070
H (-11.11, 6.70, 4.74)  0.087
H (2.89, -9.85, 1.70)  0.079
C (4.14, -4.12, 1.76)  -0.084
H (7.11, 4.28, -2.22)  0.115
H (-1.43, 4.02, 0.79)  0.122
H (-1.44, -2.32, -2.13)  0.119
H (2.13, 2.08, -4.58)  -0.003

Results
Frontier orbital gap = 9.1 eV
SMILES = CCOCCOCO[C@@](O)(CCCN)CO[C@H](CCCCl)P(O)Br.CCO.CCO.CCO.CCO.CCO.CCO.CCO.CCO.CCO.CCO.CCO
Net charge = 0

=====

Entry 3:
Density functional theory data (ωB97M-V with the def2-TZVPD basis set) for a cluster of 9 separate species, C36H96N6O15 in total at a distorted geometry.

Each line ends with the Löwdin charge.
CARTESIAN COORDINATES (ANGSTROEM)
C (-1.07, -5.70, 8.66)  -0.215
H (8.84, -8.06, 12.89)  0.079
N (0.26, -5.03, 14.39)  -0.077
H (3.91, -9.44, 7.17)  0.085
C (6.70, -10.53, 12.58)  -0.161
H (3.91, -2.28, 5.78)  0.121
H (-0.85, -5.56, 17.16)  0.115
H (10.25, -13.22, 10.42)  0.124
C (9.88, -13.22, 11.44)  -0.225
H (5.84, -9.97, 12.94)  0.114
C (1.31, -5.15, 12.14)  -0.208
H (9.07, -5.65, 9.26)  0.092
H (10.81, -6.06, 9.41)  0.124
O (13.00, -4.78, 12.43)  -0.059
C (4.71, -7.61, 9.92)  -0.150
C (3.60, -3.31, 6.00)  -0.213
H (8.53, -11.12, 11.31)  0.081
C (0.02, -5.14, 12.95)  -0.194
H (9.31, -4.36, 12.79)  0.094
H (4.00, -6.83, 9.68)  0.120
N (-2.35, -6.38, 8.62)  -0.051
C (1.45, -4.62, 17.36)  -0.112
H (-1.19, -4.73, 9.16)  0.119
C (5.84, -7.22, 5.81)  -0.218
O (10.59, -12.26, 12.21)  -0.185
H (-1.47, -3.89, 14.68)  0.117
C (-0.81, -4.64, 16.58)  -0.210
H (10.06, -14.23, 11.83)  0.118
H (-2.59, -6.81, 7.74)  0.109
H (2.27, -6.65, 14.45)  0.008
H (7.20, -8.25, 13.65)  0.088
C (9.54, -4.38, 11.72)  -0.090
H (12.76, -3.96, 12.87)  0.035
H (10.17, -4.49, 6.07)  0.086
C (-4.13, -10.40, 8.73)  -0.112
C (8.52, -10.42, 8.21)  -0.236
H (1.96, -3.99, 18.09)  0.088
H (-1.64, -5.67, 14.85)  0.120
H (5.93, -5.97, 4.11)  0.116
C (-2.57, -7.26, 9.77)  -0.219
H (6.82, -5.72, 9.34)  0.104
H (1.58, -8.54, 12.15)  0.066
C (4.51, -9.07, 6.34)  -0.116
H (8.72, -4.67, 7.02)  0.082
H (8.74, -2.50, 8.71)  0.012
H (2.08, -5.01, 16.56)  0.073
O (8.30, -4.43, 11.03)  -0.260
H (8.01, -11.39, 8.21)  0.117
H (5.86, -12.25, 11.46)  0.120
H (3.98, -9.24, 5.40)  0.095
H (6.54, -7.97, 5.42)  0.125
H (8.46, -9.26, 14.20)  0.087
H (0.62, -8.89, 10.71)  0.075
C (1.62, -8.99, 11.15)  -0.118
C (-3.67, -8.29, 9.69)  -0.245
H (9.68, -8.01, 10.02)  0.124
C (7.62, -9.28, 8.66)  -0.197
H (-0.66, -4.36, 12.60)  0.122
C (9.57, -7.76, 8.97)  -0.179
C (1.45, -7.03, 7.64)  -0.094
C (5.13, -6.47, 4.67)  -0.209
H (0.99, -7.40, 14.77)  0.028
H (-1.62, -7.73, 10.04)  0.104
H (10.24, -3.95, 7.78)  0.082
H (2.35, -1.46, 7.46)  0.091
H (6.68, -9.30, 8.11)  0.098
O (4.89, -7.76, 6.71)  -0.217
H (-0.36, -6.24, 9.32)  0.081
H (-3.79, -11.10, 9.50)  0.087
C (9.95, -11.11, 6.46)  -0.116
C (7.46, -5.53, 11.35)  -0.203
H (2.27, -6.36, 7.36)  0.074
H (4.65, -7.11, 3.93)  0.112
H (10.23, -5.17, 11.42)  0.069
C (10.57, -12.57, 13.59)  -0.109
H (1.17, -5.51, 17.94)  0.086
C (1.97, -2.50, 7.44)  -0.146
C (3.98, -8.65, 10.78)  -0.180
H (-1.18, -5.39, 6.59)  0.127
H (2.12, -5.60, 12.71)  0.097
H (7.82, -3.39, 9.56)  0.003
O (3.03, -3.40, 7.30)  -0.200
N (4.12, -5.53, 5.13)  -0.059
H (0.91, -4.31, 14.66)  0.109
H (10.06, -10.94, 5.39)  0.087
H (8.06, -13.85, 10.74)  0.119
H (11.07, -11.74, 14.09)  0.089
H (10.94, -10.90, 6.89)  0.087
H (7.30, -9.62, 9.66)  0.072
C (9.82, -4.67, 7.08)  -0.087
C (3.01, -3.73, 11.34)  -0.083
N (8.19, -7.94, 8.56)  -0.014
H (7.93, -13.26, 12.45)  0.107
O (10.17, -5.99, 7.50)  -0.194
C (-0.38, -5.60, 7.31)  -0.206
H (1.26, -5.67, 11.18)  0.114
H (11.15, -13.48, 13.77)  0.090
H (9.64, -12.14, 6.65)  0.086
C (8.10, -8.76, 13.29)  -0.101
H (12.76, -5.47, 13.05)  0.035
O (-3.35, -9.23, 8.70)  -0.180
O (1.88, -7.53, 14.42)  -0.069
H (0.32, -4.76, 7.29)  0.102
O (8.96, -10.20, 6.88)  -0.194
H (1.45, -2.62, 8.39)  0.080
H (5.47, -3.96, 5.16)  0.118
O (0.36, -3.88, 16.85)  -0.185
H (8.09, -6.42, 11.31)  0.098
H (1.21, -2.60, 6.65)  0.085
H (9.98, -3.43, 11.44)  0.096
O (1.71, -3.79, 11.93)  -0.195
H (6.14, -10.77, 10.52)  0.070
C (6.35, -5.77, 10.33)  -0.185
H (8.03, -7.66, 7.60)  0.099
H (3.57, -4.64, 11.58)  0.068
H (-3.94, -10.93, 7.80)  0.087
H (9.31, -10.45, 8.97)  0.112
H (7.07, -5.44, 12.37)  0.129
H (1.80, -8.05, 7.45)  0.089
H (-5.20, -10.17, 8.83)  0.088
H (-3.73, -8.70, 10.70)  0.122
N (5.96, -7.14, 10.54)  -0.045
N (7.92, -11.80, 10.88)  -0.051
H (-4.64, -7.79, 9.53)  0.126
H (4.10, -8.39, 11.84)  0.116
H (1.74, -10.08, 11.29)  0.089
H (5.16, -4.73, 6.74)  0.112
C (9.88, -6.28, 8.87)  -0.222
H (5.03, -8.14, 9.01)  0.087
H (3.54, -2.82, 11.63)  0.091
H (4.27, -9.70, 10.67)  0.106
H (6.48, -6.54, 6.37)  0.104
H (-0.39, -6.15, 12.81)  0.116
O (7.82, -2.63, 8.95)  -0.073
O (0.27, -6.79, 6.92)  -0.158
O (7.76, -9.63, 12.23)  -0.250
H (5.57, -5.01, 10.39)  0.112
H (5.36, -9.77, 6.33)  0.081
H (-1.67, -4.08, 16.95)  0.118
H (-2.83, -6.59, 10.60)  0.119
H (6.68, -7.82, 10.37)  0.063
H (3.57, -6.06, 5.80)  0.078
C (4.70, -4.34, 5.82)  -0.166
H (7.13, -11.16, 13.37)  0.112
H (10.31, -8.24, 8.33)  0.126
H (1.34, -6.89, 8.71)  0.061
C (6.55, -11.43, 11.28)  -0.161
H (9.56, -12.62, 14.01)  0.081
O (2.64, -8.50, 10.34)  -0.226
H (2.85, -3.70, 10.26)  0.079
C (-1.02, -4.80, 15.08)  -0.196
H (2.80, -3.51, 5.27)  0.119
C (8.37, -13.07, 11.46)  -0.206

Results
Frontier orbital gap = 8.4 eV
Energy above the lowest of the compared OMol25 structures with the same formula, charge and spin = 62.0 kcal per mole
SMILES = COCCNCCOC.COCCNCCOC.COCCNCCOC.COCCNCCOC.COCCNCCOC.COCCNCCOC.O.O.O
Net charge = 0